[1]
Molecular formula: C5H10O
Method: DFT, ωB97M-V/def2-TZVPD

Each line ends with the Löwdin charge.
CARTESIAN COORDINATES (ANGSTROEM)
C1 -0.476 0.816 2.796  0.0046
O1 -0.577 -0.325 1.462  -0.1746
C2 0.486 -0.132 0.504  -0.1861
C3 0.146 -0.726 -0.833  -0.2770
C4 0.761 -0.126 -2.068  -0.1153
C5 -0.702 0.057 -1.801  -0.1178
H1 -1.330 0.211 1.163  0.1063
H2 -0.892 0.110 3.545  -0.0294
H3 0.619 0.740 2.961  -0.0331
H4 0.673 0.946 0.433  0.1291
H5 1.359 -0.613 0.951  0.1365
H6 0.015 -1.806 -0.836  0.1412
H7 1.061 -0.799 -2.866  0.1019
H8 1.412 0.737 -1.949  0.1051
H9 -1.038 1.046 -1.500  0.1071
H10 -1.412 -0.488 -2.416  0.1015

E_LUMO in eV: 0.936
HOMO in eV: -7.76
Kohn-Sham gap in eV: 8.7

[2]
Molecular formula: C5H8NO
Method: DFT, ωB97M-V/def2-TZVPD

Each line ends with the Löwdin charge.
CARTESIAN COORDINATES (ANGSTROEM)
C1 -0.634 -0.982 1.524  -0.0652
C2 -1.083 -2.040 0.460  0.2023
C3 -0.080 -0.040 0.527  0.0887
C4 0.934 1.335 -1.324  -0.0602
C5 0.489 1.203 0.107  -0.1534
N1 -0.439 -1.189 -0.474  -0.1939
O1 -0.326 -1.257 -1.653  0.1054
H1 -1.404 -0.561 2.106  0.1100
H2 0.218 -1.351 2.186  0.1625
H3 -1.820 -2.786 0.380  0.1288
H4 1.019 2.363 -1.526  0.0759
H5 0.484 0.840 -2.141  0.0660
H6 1.979 0.852 -1.256  0.1348
H7 -0.444 1.985 0.166  0.2377
H8 1.107 1.629 0.915  0.1606

E_LUMO (alpha / beta) in eV: -7.120 / -7.089
Charge: +1
HOMO (alpha / beta) in eV: -14.35 / -14.10
Kohn-Sham gap (alpha / beta) in eV: 7.2 / 7.0

[3]
Molecular formula: C3H2I2N2O
Method: DFT, ωB97M-V/def2-TZVPD

Each line ends with the Löwdin charge.
CARTESIAN COORDINATES (ANGSTROEM)
C1 0.630 0.632 -0.016  0.0216
C2 1.123 1.947 -0.005  -0.6849
C3 -1.351 1.710 0.020  -0.5816
N1 -0.728 0.545 0.017  0.0523
N2 0.134 2.868 -0.001  -0.1109
O1 -0.039 4.021 0.081  0.2459
I1 3.140 2.407 0.011  1.2061
I2 -3.239 2.318 0.049  1.4158
H1 1.094 -0.350 -0.043  0.1740
H2 -1.327 -0.374 -0.067  0.2617

E_LUMO (alpha / beta) in eV: -12.094 / -12.385
Charge: +2
HOMO (alpha / beta) in eV: -17.72 / -17.84
Kohn-Sham gap (alpha / beta) in eV: 5.6 / 5.5

[4]
Molecular formula: C25H48OsP2
Method: DFT, ωB97M-V/def2-TZVPD

Each line ends with the Mulliken spin population.
CARTESIAN COORDINATES (ANGSTROEM)
Os1 0.221 -0.813 -1.066  1.6864
C1 -2.555 1.700 1.042  0.2374
C2 -3.114 0.875 0.028  0.3430
C3 -2.736 -0.440 1.881  0.3643
C4 -2.335 0.889 2.191  0.3532
C5 -3.203 -0.452 0.540  0.3635
C6 -2.317 3.152 0.953  0.0228
H1 -2.040 3.448 -0.067  0.0074
H2 -1.511 3.462 1.632  0.0023
H3 -3.218 3.721 1.231  0.0330
C7 -1.830 1.378 3.488  0.0205
H4 -0.969 2.050 3.348  0.0139
H5 -1.517 0.543 4.127  -0.0014
H6 -2.604 1.945 4.030  0.0274
C8 -2.717 -1.600 2.798  0.0176
H7 -3.696 -2.097 2.801  0.0181
H8 -2.493 -1.281 3.819  -0.0004
H9 -1.969 -2.351 2.501  0.0277
C9 -3.709 -1.620 -0.208  -0.0070
H10 -4.630 -1.364 -0.752  0.0118
H11 -3.925 -2.457 0.470  0.0011
H12 -2.971 -1.966 -0.953  0.0413
C10 -3.618 1.339 -1.276  0.0271
H13 -4.591 1.846 -1.163  0.0314
H14 -3.768 0.496 -1.961  -0.0038
H15 -2.930 2.057 -1.740  0.0130
C11 1.702 0.264 -1.689  0.0022
C12 0.430 1.008 -1.682  0.0861
C13 -0.289 1.318 -2.966  0.0158
C14 -1.055 0.104 -3.538  0.0384
C15 -0.887 -1.147 -2.699  0.0091
C16 0.380 -1.883 -2.756  0.0053
C17 1.520 -1.384 -3.624  0.0324
C18 2.299 -0.210 -2.994  0.0204
H16 0.400 1.716 -3.723  -0.0029
H17 -0.744 -0.066 -4.582  0.0016
H18 -1.006 2.123 -2.747  -0.0063
H19 2.375 0.630 -3.697  -0.0055
H20 2.432 0.619 -0.956  0.0102
H21 0.358 1.793 -0.921  -0.0296
H22 3.330 -0.545 -2.800  -0.0006
H23 2.225 -2.218 -3.773  0.0001
H24 0.315 -2.973 -2.682  0.0083
H25 1.148 -1.110 -4.621  -0.0025
H26 -2.127 0.349 -3.576  0.0026
H27 -1.793 -1.744 -2.562  -0.0004
P1 2.380 2.966 1.399  0.0122
C19 2.292 3.665 3.096  0.0014
H28 3.063 4.426 3.272  0.0005
H29 2.390 2.851 3.827  0.0001
H30 1.297 4.115 3.217  -0.0001
C20 4.021 2.126 1.459  -0.0003
H31 4.829 2.827 1.709  0.0000
H32 4.216 1.675 0.476  -0.0001
H33 3.981 1.318 2.203  0.0000
C21 2.855 4.462 0.444  0.0007
H34 3.025 4.164 -0.599  0.0002
H35 3.762 4.930 0.849  0.0004
H36 2.020 5.175 0.465  -0.0002
P2 1.050 -3.363 0.127  0.0324
C22 0.021 -4.728 -0.507  0.0034
H37 0.629 -5.468 -1.043  0.0005
H38 -0.709 -4.292 -1.200  0.0016
H39 -0.520 -5.204 0.322  0.0011
C23 2.754 -3.666 -0.472  -0.0058
H40 2.771 -3.614 -1.569  0.0001
H41 3.133 -4.642 -0.135  -0.0008
H42 3.399 -2.863 -0.092  0.0011
C24 1.111 -3.601 1.941  0.0024
H43 1.743 -4.462 2.205  0.0005
H44 0.094 -3.749 2.334  -0.0006
H45 1.521 -2.689 2.396  -0.0002
C25 0.604 -0.432 0.928  0.1021
H46 1.661 -0.618 1.173  0.0088
H47 -0.052 -1.045 1.562  -0.0184
H48 0.392 0.633 1.105  0.0205

<S²>: 6.017
E_LUMO (alpha / beta) in eV: -6.097 / -8.339
Charge: +2
Multiplicity: 5
HOMO (alpha / beta) in eV: -13.10 / -13.12
Kohn-Sham gap (alpha / beta) in eV: 7.0 / 4.8

[5]
Molecular formula: C7H17O
Method: DFT, ωB97M-V/def2-TZVPD

Each line ends with the Löwdin charge.
CARTESIAN COORDINATES (ANGSTROEM)
C1 0.716 -0.755 -1.404  -0.5284
O1 -0.398 -0.295 -0.783  -0.3276
C2 1.480 0.295 -2.232  -0.2854
C3 0.548 0.842 -3.333  -0.1481
H1 0.392 -1.545 -2.145  0.0871
H2 1.482 -1.192 -0.709  0.0745
H3 2.346 -0.205 -2.695  0.0797
H4 1.886 1.106 -1.616  0.0860
H5 0.877 1.835 -3.658  0.0467
H6 -0.439 0.916 -2.874  0.0500
H7 0.462 0.135 -4.163  0.0536
C4 -1.682 1.546 1.450  -0.1253
C5 -1.360 0.111 1.866  -0.3165
C6 0.116 -0.216 2.069  -0.3099
C7 0.328 -1.711 2.009  -0.1362
H8 -1.048 2.315 1.892  0.0566
H9 -2.716 1.809 1.700  0.0512
H10 -1.558 1.528 0.361  0.0557
H11 -1.747 -0.584 1.118  0.0873
H12 -1.875 -0.158 2.800  0.0898
H13 0.427 0.197 3.045  0.0931
H14 0.719 0.345 1.353  0.0936
H15 -0.458 -2.251 2.552  0.0629
H16 1.269 -2.066 2.439  0.0563
H17 0.233 -2.002 0.958  0.0534

E_LUMO in eV: 4.259
Charge: -1
HOMO in eV: -2.53
Kohn-Sham gap in eV: 6.8

[6]
Molecular formula: C40H46BrN7O2PPbS3
Method: DFT, ωB97M-V/def2-TZVPD

Each line ends with the Löwdin charge.
CARTESIAN COORDINATES (ANGSTROEM)
Pb1 -0.208 -1.056 0.409  1.1161
C1 4.088 0.631 4.317  0.0320
C2 2.898 -0.238 4.169  -0.1501
N1 2.702 -0.957 3.086  -0.0569
N2 3.514 -0.909 2.023  -0.0187
C3 3.391 -1.672 0.953  -1.0806
S1 2.231 -2.806 0.486  0.5695
S2 4.832 -1.334 -0.031  0.9385
C4 4.512 -2.157 -1.607  -0.4480
C5 4.021 -1.223 -2.680  -0.2853
C6 2.825 -0.526 -2.530  -0.0451
C7 2.379 0.325 -3.528  -0.1098
C8 3.122 0.500 -4.690  -0.0908
C9 4.315 -0.188 -4.846  -0.0761
C10 4.758 -1.044 -3.845  -0.0390
C11 1.799 -0.473 5.040  -0.1053
C12 1.421 0.020 6.294  -0.0001
C13 0.234 -0.438 6.817  -0.0607
C14 -0.554 -1.374 6.121  -0.0340
C15 -0.197 -1.876 4.885  0.0364
C16 0.994 -1.385 4.373  -0.1807
O1 1.535 -1.704 3.163  0.0421
H1 4.992 0.073 4.080  0.1004
H2 4.144 1.015 5.333  0.0905
H3 4.030 1.467 3.618  0.0882
H4 3.801 -2.961 -1.411  0.0259
H5 5.462 -2.606 -1.895  0.0774
H6 2.238 -0.651 -1.627  0.0676
H7 1.442 0.847 -3.381  0.0647
H8 2.777 1.172 -5.466  0.1022
H9 4.906 -0.059 -5.743  0.1061
H10 5.693 -1.578 -3.972  0.1141
H11 2.039 0.729 6.827  0.1196
H12 -0.097 -0.088 7.785  0.1106
H13 -1.475 -1.721 6.571  0.1166
H14 -0.800 -2.603 4.361  0.0840
C17 -3.250 0.904 1.065  -0.1816
N3 -2.528 -0.332 1.282  -0.0821
C18 -3.037 -1.217 2.060  -0.0933
C19 -2.356 -2.435 2.343  -0.3617
C20 -2.751 -3.532 3.104  -0.0528
C21 -1.706 -4.462 3.021  -0.0902
C22 -0.727 -3.886 2.215  -0.1916
N4 -1.110 -2.659 1.807  -0.1491
C23 -3.775 1.082 -0.346  -0.2125
C24 -4.475 2.247 -0.659  -0.0706
C25 -4.978 2.454 -1.933  -0.0848
C26 -4.792 1.491 -2.919  -0.0970
C27 -4.103 0.329 -2.613  -0.0788
C28 -3.597 0.124 -1.333  -0.0446
H15 -2.567 1.732 1.285  0.0940
H16 -4.088 0.997 1.768  0.1273
H17 -4.008 -1.051 2.533  0.1403
H18 -3.685 -3.638 3.633  0.1068
H19 -1.662 -5.438 3.475  0.0978
H20 0.231 -4.289 1.925  0.0791
H21 -4.641 2.994 0.111  0.1200
H22 -5.530 3.359 -2.154  0.1077
H23 -5.197 1.644 -3.911  0.1059
H24 -3.971 -0.441 -3.364  0.1040
H25 -3.098 -0.807 -1.101  0.0509
Br1 1.346 5.338 3.886  0.8011
C29 0.972 3.608 3.249  -0.6956
C30 -0.110 2.901 3.748  -0.0910
C31 -0.337 1.629 3.246  -0.1358
N5 0.423 1.069 2.306  0.0070
C32 1.453 1.767 1.831  -0.1672
C33 1.779 3.039 2.275  -0.1162
H26 -0.752 3.320 4.509  0.1104
H27 -1.158 1.027 3.621  0.1181
H28 2.054 1.282 1.065  0.1091
H29 2.633 3.566 1.875  0.1099
C34 -1.324 3.246 -3.077  -0.1494
P1 -0.352 2.844 -1.620  0.5648
C35 1.223 3.718 -1.770  -0.1469
C36 -1.206 3.635 -0.249  -0.1438
O2 -0.166 1.363 -1.451  -0.4754
H30 -1.468 4.323 -3.170  0.0640
H31 -2.296 2.755 -2.993  0.0364
H32 -0.812 2.878 -3.967  0.0568
H33 1.119 4.619 -2.375  0.0600
H34 1.953 3.056 -2.235  0.0473
H35 1.585 4.003 -0.783  0.0435
H36 -1.186 4.719 -0.366  0.0721
H37 -0.710 3.368 0.684  0.0359
H38 -2.241 3.297 -0.229  0.0226
C37 -1.347 -4.301 -4.247  -0.0406
N6 -1.140 -2.878 -4.103  -0.1549
C38 -0.794 -2.048 -5.252  -0.0909
C39 -0.743 -0.638 -4.646  -0.1173
N7 -0.752 -0.918 -3.216  0.0489
C40 -1.043 -2.196 -2.956  -0.7510
S3 -1.310 -2.885 -1.422  0.6259
H39 -2.269 -4.498 -4.796  0.0972
H40 -1.412 -4.755 -3.263  0.0513
H41 -0.509 -4.742 -4.791  0.0981
H42 -1.546 -2.144 -6.035  0.1276
H43 0.172 -2.360 -5.658  0.1303
H44 -1.615 -0.040 -4.924  0.1169
H45 0.161 -0.104 -4.935  0.0966
H46 -0.640 -0.184 -2.520  0.0597

E_LUMO in eV: -2.799
Charge: +1
HOMO in eV: -9.91
Kohn-Sham gap in eV: 7.1

[7]
Molecular formula: C4H11N2O3S
Method: DFT, ωB97M-V/def2-TZVPD

Each line ends with the Löwdin charge.
CARTESIAN COORDINATES (ANGSTROEM)
C1 2.209 0.243 0.156  -0.2714
C2 2.578 -0.769 1.173  -0.1493
C3 0.675 -1.215 -1.403  -0.0298
C4 0.845 -0.200 -0.254  -0.4630
N1 -3.197 2.615 -0.183  -0.0095
N2 -0.094 0.205 0.494  0.0241
O1 -1.774 -1.869 0.394  -0.3507
O2 -2.136 0.044 -1.110  -0.3946
O3 -2.564 0.254 1.260  -0.4050
S1 -1.783 -0.453 0.237  0.3953
H1 2.855 0.272 -0.786  0.1166
H2 -2.941 2.118 -1.003  -0.0432
H3 2.163 1.365 0.457  0.1371
H4 1.725 -0.679 2.029  0.1278
H5 3.498 -0.714 1.736  0.0387
H6 2.524 -1.889 0.811  0.1093
H7 0.524 -0.715 -2.334  0.0704
H8 1.526 -1.844 -1.370  0.0527
H9 -0.286 -1.700 -1.217  0.0431
H10 -3.952 2.323 0.389  -0.0288
H11 -2.394 2.609 0.524  0.0303

E_LUMO in eV: 3.494
Charge: -1
HOMO in eV: -5.04
Kohn-Sham gap in eV: 8.5

[8]
Molecular formula: C20H34ClGeLuO3S3Se
Method: DFT, ωB97M-V/def2-TZVPD

Each line ends with the Löwdin charge.
CARTESIAN COORDINATES (ANGSTROEM)
Lu1 -0.888 -0.176 1.116  1.2514
C1 0.168 1.997 3.912  -0.4208
C2 -0.513 0.759 4.512  -0.4713
S1 -1.954 -0.005 3.681  0.8414
C3 -3.235 1.278 3.694  -0.4602
C4 -2.919 2.527 2.871  -0.4172
S2 -2.385 2.124 1.124  0.8502
C5 -1.217 3.461 0.775  -0.4924
C6 0.083 3.464 1.509  -0.4409
S3 0.553 1.794 2.105  0.7857
H1 1.147 2.110 4.391  0.0975
H2 -0.411 2.930 4.043  0.0796
H3 -0.944 1.109 5.458  0.0976
H4 0.238 -0.015 4.707  0.0957
H5 -3.447 1.488 4.757  0.1106
H6 -4.101 0.716 3.260  0.1086
H7 -2.178 3.146 3.339  0.0565
H8 -3.851 3.119 2.799  0.1100
H9 -1.797 4.360 1.055  0.1027
H10 -0.985 3.529 -0.339  0.1300
H11 0.011 4.096 2.384  0.0893
H12 0.937 3.678 0.863  0.0922
C7 4.867 -2.121 3.546  -0.2180
Ge1 4.643 -1.955 1.605  0.7775
C8 3.827 -3.638 0.807  -0.2613
C9 6.406 -1.458 0.865  -0.2035
C10 3.293 -0.619 1.168  -0.5386
Se1 1.590 -1.577 0.697  0.8352
C11 1.759 -1.195 -1.249  -0.3270
H13 5.848 -1.809 3.901  0.0213
H14 4.659 -3.132 3.972  0.0411
H15 4.159 -1.456 4.071  0.0094
H16 2.933 -3.987 1.374  0.0122
H17 4.649 -4.325 0.932  0.0127
H18 3.637 -3.478 -0.271  0.0138
H19 6.386 -0.439 0.495  0.0113
H20 6.673 -2.117 0.004  0.0390
H21 7.216 -1.564 1.602  0.0313
H22 3.618 -0.090 0.241  0.0404
H23 3.148 0.085 1.987  -0.0070
H24 2.782 -1.492 -1.527  0.0445
H25 1.558 -0.113 -1.407  0.0436
H26 1.038 -1.883 -1.731  0.0428
C12 -4.340 -1.676 -5.092  -0.0320
C13 -3.256 -0.647 -5.093  -0.1776
C14 -3.355 0.640 -5.712  -0.0473
C15 -2.323 1.572 -5.592  -0.7345
Cl1 -2.660 3.094 -6.165  0.7625
C16 -1.135 1.212 -4.943  -0.0964
C17 -0.974 -0.058 -4.456  -0.0109
C18 -2.109 -0.853 -4.279  -0.2493
O1 -2.170 -1.824 -3.311  -0.0438
C19 -2.906 -1.562 -2.113  -0.0689
C20 -2.245 -0.996 -0.908  -0.5656
O2 -1.317 -0.146 -1.089  -0.1312
O3 -2.590 -1.211 0.315  -0.1587
H27 -3.862 -2.634 -4.777  0.0986
H28 -4.843 -1.792 -6.063  0.0965
H29 -5.148 -1.431 -4.375  0.0915
H30 -4.207 0.936 -6.291  0.1062
H31 -0.354 1.931 -4.851  0.0998
H32 0.010 -0.361 -4.115  0.1152
H33 -3.449 -2.460 -1.843  0.1493
H34 -3.772 -0.861 -2.347  0.1799

E_LUMO in eV: -6.558
Charge: +2
HOMO in eV: -12.37
Kohn-Sham gap in eV: 5.8